a | DFT (ωB97M-V/def2-TZVPD) results for C6H14N2O as an isolated structure.

Last column: natural (NBO) charge in e.
Cartesian coordinates (Å):
C 2.50 0.62 -0.28  -0.424
C 0.57 -0.81 0.34  0.632
N 0.81 -1.65 -0.74  -0.889
O 0.41 -1.56 1.46  -0.712
N 1.33 0.37 0.53  -0.506
H 0.47 -0.96 2.22  0.490
H 0.81 -2.63 -0.52  0.412
H 1.09 -1.19 -1.59  0.396
H 2.97 1.54 0.07  0.208
H 3.22 -0.19 -0.17  0.213
H 2.27 0.76 -1.35  0.152
C -1.99 0.07 1.18  -0.614
C -1.60 0.07 -1.31  -0.614
C -0.98 0.25 0.06  -0.164
C 0.00 1.33 0.23  -0.202
H -1.55 0.33 2.15  0.198
H -0.88 0.29 -2.10  0.197
H -2.33 -0.97 1.23  0.219
H -2.87 0.70 1.04  0.201
H -1.92 -0.97 -1.46  0.218
H -2.48 0.71 -1.45  0.204
H -0.10 1.98 1.10  0.199
H 0.27 1.91 -0.66  0.183

Values from the calculation:
* LUMO level: 0.9065 eV
* 2S+1: 1
* gap between HOMO and LUMO: 8.334 eV

=====

b | DFT (ωB97M-V/def2-TZVPD) results for a single C6H14N2O molecule.

Last column: natural (NBO) charge in e.
Cartesian coordinates (Å):
C -2.13 -0.17 0.55  -0.667
C -1.04 0.53 -0.22  0.533
N 0.33 2.54 -0.15  -0.640
O -1.46 1.09 -1.42  -0.718
N -0.18 1.36 0.48  -0.356
H -2.40 1.33 -1.32  0.478
H 0.97 2.25 -0.89  0.323
H -0.42 3.04 -0.62  0.361
H -2.97 0.53 0.73  0.197
H -2.52 -1.01 -0.02  0.224
H -1.75 -0.54 1.50  0.229
C 1.51 -0.60 -1.20  -0.640
C 0.72 -2.08 0.65  -0.649
C 0.59 -0.71 0.01  -0.044
C 0.83 0.42 1.01  -0.264
H 1.21 -1.31 -1.98  0.215
H 2.57 -0.79 -0.94  0.198
H 1.47 0.39 -1.67  0.199
H 1.76 -2.30 0.97  0.209
H 0.45 -2.87 -0.06  0.213
H 0.09 -2.19 1.54  0.205
H 1.82 0.91 1.01  0.199
H 0.57 0.15 2.05  0.195

Values from the calculation:
* LUMO level: 0.7130 eV
* 2S+1: 1
* gap between HOMO and LUMO: 7.876 eV

=====

Order of stability, best first: a, b

=====

a | DFT (ωB97M-V/def2-TZVPD) results for C6H14N2O as an isolated structure.

Last column: natural (NBO) charge in e.
Cartesian coordinates (Å):
C -0.92 0.36 0.78  0.555
C 0.45 0.19 1.30  -0.578
C -1.50 1.74 0.61  -0.668
C -0.31 0.62 -1.98  -0.428
C 1.37 -2.06 0.34  -0.669
N -0.44 -0.30 -0.86  -0.631
C 1.20 -0.58 0.03  0.398
O -1.86 -0.48 1.31  -0.698
N 2.25 -0.03 -0.54  -0.874
H -1.60 -1.39 1.13  0.482
H -0.63 -1.25 -1.17  0.385
H 2.09 0.96 -0.75  0.311
H 0.50 -0.44 2.19  0.224
H 0.95 1.14 1.50  0.226
H -1.77 2.13 1.60  0.244
H -2.41 1.70 0.01  0.233
H -0.79 2.42 0.15  0.226
H -1.29 0.75 -2.46  0.195
H 0.39 0.25 -2.73  0.226
H 0.04 1.60 -1.66  0.197
H 1.32 -2.63 -0.59  0.216
H 0.61 -2.47 1.01  0.179
H 2.35 -2.23 0.79  0.250

Values from the calculation:
* LUMO level: 0.6169 eV
* 2S+1: 1
* gap between HOMO and LUMO: 7.881 eV

=====

b | DFT (ωB97M-V/def2-TZVPD) results for a single C6H14N2O molecule.

Last column: natural (NBO) charge in e.
Cartesian coordinates (Å):
C -1.60 1.93 0.77  -0.734
C -1.29 0.46 0.95  0.605
O -2.19 -0.37 1.10  -0.576
C 0.20 0.07 1.09  -0.162
N 0.31 -1.32 1.57  -0.830
C 0.88 0.31 -0.27  -0.213
C 2.27 -0.31 -0.37  -0.613
C -0.04 -0.18 -1.51  -0.223
N -0.39 -1.59 -1.45  -0.860
H -1.65 2.18 -0.29  0.241
H -0.83 2.54 1.25  0.223
H -2.56 2.17 1.24  0.242
H 0.65 0.72 1.85  0.206
H -0.48 -1.50 2.20  0.369
H 0.14 -1.93 0.77  0.371
H 0.99 1.40 -0.41  0.209
H 2.85 -0.11 0.54  0.217
H 2.20 -1.40 -0.51  0.228
H 2.81 0.10 -1.23  0.205
H -0.93 0.43 -1.67  0.169
H 0.57 0.00 -2.40  0.195
H -0.69 -1.90 -2.37  0.364
H -1.20 -1.71 -0.84  0.367

Values from the calculation:
* SMILES: CC(=O)[C@@H](N)[C@@H](C)CN
* LUMO level: 0.8362 eV
* 2S+1: 1
* gap between HOMO and LUMO: 10.002 eV

=====

c | DFT (ωB97M-V/def2-TZVPD) results for C6H14N2O as an isolated structure.

Last column: natural (NBO) charge in e.
Cartesian coordinates (Å):
C 0.32 0.80 -0.04  -0.056
C -0.42 -0.45 0.47  0.360
C 1.45 1.28 0.86  -0.621
C 0.41 -1.57 1.05  -0.672
C -0.91 -1.18 -1.37  -0.793
N -0.66 1.89 -0.22  -0.852
N -1.62 -0.21 1.08  -0.862
C 0.86 0.28 -1.40  0.443
O 1.92 -0.36 -1.49  -0.596
H -1.26 1.69 -1.02  0.368
H -0.20 2.77 -0.39  0.374
H -1.88 0.77 1.13  0.425
H -2.04 -0.96 1.62  0.394
H 0.38 0.77 -2.27  0.129
H 1.09 1.54 1.86  0.218
H 1.93 2.16 0.41  0.213
H 2.23 0.52 0.94  0.237
H -0.20 -2.46 1.21  0.214
H 1.25 -1.78 0.38  0.253
H 0.81 -1.26 2.02  0.217
H -0.38 -1.61 -2.22  0.219
H -1.74 -0.53 -1.68  0.188
H -1.33 -2.08 -0.91  0.201

Values from the calculation:
* LUMO level: 0.8762 eV
* 2S+1: 1
* gap between HOMO and LUMO: 9.095 eV

=====

d | DFT (ωB97M-V/def2-TZVPD) results for a 3-piece molecular cluster, C6H14N2O overall.

Last column: natural (NBO) charge in e.
Cartesian coordinates (Å):
C 0.00 0.24 -0.60  0.463
C -1.42 0.23 1.34  -0.437
C 0.78 -0.49 -1.66  -0.673
C -2.15 -1.09 -0.97  -0.504
C 2.22 -0.37 1.45  -0.714
N -0.69 -0.47 0.30  -0.424
C 1.45 0.74 0.83  0.316
O -0.46 1.49 -0.97  -0.742
N 1.63 1.95 1.06  -0.679
H -0.52 1.55 -1.93  0.481
H 0.98 2.59 0.60  0.359
H -0.76 0.41 2.19  0.211
H -1.85 1.18 1.02  0.194
H -2.22 -0.42 1.68  0.205
H 0.23 -0.49 -2.61  0.199
H 1.73 0.02 -1.83  0.232
H 0.96 -1.51 -1.35  0.240
H -2.52 -1.90 -0.34  0.201
H -1.81 -1.45 -1.93  0.191
H -2.84 -0.25 -1.05  0.192
H 2.80 -0.89 0.68  0.226
H 1.53 -1.09 1.90  0.235
H 2.92 0.01 2.20  0.228

Values from the calculation:
* LUMO level: 0.6291 eV
* 2S+1: 1
* gap between HOMO and LUMO: 7.804 eV

=====

Order of stability, best first: b, c, a, d

=====

a | DFT (ωB97M-V/def2-TZVPD) results for a 2-piece molecular cluster, C9H14O overall.

Last column: natural (NBO) charge in e.
Cartesian coordinates (Å):
C 0.52 1.05 2.24  -0.673
C 0.69 -0.68 0.48  -0.132
C 1.40 0.35 1.27  0.171
C 1.19 -1.16 -0.66  -0.244
C 2.61 -0.86 -0.84  0.445
C 2.75 0.57 1.10  -0.209
C 3.40 -0.14 0.08  -0.137
O 3.21 -1.21 -1.94  -0.551
H -0.29 -0.91 0.90  0.247
H 0.76 -1.73 -1.48  0.251
H 0.93 1.88 2.79  0.256
H 0.22 0.25 2.94  0.267
H 3.29 1.42 1.47  0.260
H 2.65 -1.52 -2.67  0.521
H 4.47 -0.19 -0.03  0.263
H -0.45 1.34 1.80  0.264
C -3.81 0.68 -0.58  -0.630
C -3.03 -0.41 -1.31  -0.613
H -4.48 0.42 0.24  0.218
H -3.29 1.49 -0.06  0.199
H -4.35 1.27 -1.33  0.216
H -2.05 -0.03 -1.65  0.188
H -2.78 -1.16 -0.56  0.196
H -3.57 -0.72 -2.19  0.227

Values from the calculation:
* charge: +1
* LUMO level (spin up / spin down): -4.0262 / -7.2950 eV
* 2S+1: 2
* gap between HOMO and LUMO (spin up / spin down): 9.849 / 6.808 eV

=====

b | DFT (ωB97M-V/def2-TZVPD) results for a 2-piece molecular cluster, C9H14O overall.

Last column: natural (NBO) charge in e.
Cartesian coordinates (Å):
C 2.94 0.80 -0.76  -0.706
C 2.30 -2.46 1.23  -0.119
C 0.84 -2.50 1.24  0.442
C 3.02 -1.47 0.61  -0.257
C 2.33 -0.44 -0.08  0.196
C 0.21 -1.54 0.55  -0.293
C 0.88 -0.45 0.04  -0.095
O 0.41 -3.69 1.75  -0.610
H 2.99 -3.28 1.75  0.279
H 4.14 -1.47 0.58  0.260
H -0.88 -1.65 0.50  0.262
H -0.48 -4.04 2.00  0.554
H 4.02 0.73 -1.17  0.287
H 3.09 1.63 -0.03  0.290
H 0.54 0.42 -0.57  0.251
H 2.05 1.38 -1.30  0.258
C -3.34 2.50 -1.43  -0.597
C -3.87 1.95 -0.16  -0.616
H -2.59 1.82 -2.10  0.169
H -4.00 2.71 -2.19  0.220
H -2.62 3.29 -1.17  0.207
H -4.82 1.36 -0.13  0.220
H -3.10 1.50 0.34  0.190
H -4.04 2.87 0.51  0.208

Values from the calculation:
* charge: +1
* LUMO level (spin up / spin down): -4.1362 / -7.7205 eV
* 2S+1: 2
* gap between HOMO and LUMO (spin up / spin down): 8.975 / 5.390 eV

=====

Order of stability, best first: a, b

=====

a | DFT (ωB97M-V/def2-TZVPD) results for C16H31O8Rb as an isolated structure.

Last column: Löwdin charge in e.
Cartesian coordinates (Å):
Rb -1.55 2.69 -0.23  1.405
O 0.21 -0.12 -0.26  -0.079
C -0.61 0.09 0.73  -0.853
O -0.81 1.27 0.97  -0.436
O -1.22 -0.78 1.36  0.019
H 0.20 0.83 -0.41  -0.110
C 2.46 2.84 -1.39  0.048
C 1.26 1.85 -1.50  -0.272
O 0.24 1.94 -0.76  -0.360
C 1.29 0.81 -2.59  0.018
H 2.16 3.74 -0.85  0.087
H 2.74 3.13 -2.40  0.089
H 3.29 2.32 -0.92  0.100
H 2.22 0.26 -2.47  0.075
H 1.35 1.40 -3.51  0.124
H 0.36 0.25 -2.53  0.064
C -4.52 -0.33 0.71  0.013
C -3.99 -0.76 -0.66  -0.426
O -4.74 -1.26 -1.52  0.045
C -2.56 -0.63 -0.98  -0.046
H -5.57 -0.61 0.74  0.082
H -4.41 0.75 0.75  0.079
H -3.99 -0.75 1.57  0.089
H -1.97 -1.29 -0.35  0.015
H -2.16 0.37 -0.82  0.047
H -2.26 -0.94 -1.98  0.096
C 2.10 -1.25 0.16  0.029
C 2.55 -1.87 -1.17  -0.467
O 3.04 -1.16 -2.05  -0.003
C 2.50 -3.31 -1.36  -0.016
H 1.03 -1.37 0.34  0.071
H 2.29 -0.17 0.17  0.099
H 2.70 -1.63 0.99  0.109
H 2.28 -3.53 -2.40  0.112
H 1.76 -3.64 -0.63  0.085
H 3.45 -3.79 -1.10  0.113
C 0.26 2.96 2.60  -0.039
C -0.34 2.46 3.93  -0.420
O -1.45 1.88 3.97  0.049
C 0.51 2.65 5.18  -0.027
H 1.30 2.63 2.51  0.092
H 0.17 4.03 2.46  0.086
H -0.31 2.40 1.85  -0.024
H 1.02 3.61 5.07  0.073
H 1.24 1.86 5.33  0.089
H -0.18 2.79 6.01  0.081
C -0.85 -2.64 -0.13  -0.028
C -0.14 -2.89 -1.45  -0.415
O 0.18 -4.01 -1.78  0.042
C 0.13 -1.65 -2.29  -0.037
H -0.39 -3.03 0.78  0.122
H -1.88 -3.00 -0.15  0.124
H -0.92 -1.57 0.03  -0.014
H 1.01 -1.13 -1.90  0.024
H -0.72 -0.97 -2.27  0.051
H 0.24 -1.72 -3.38  0.126

Values from the calculation:
* LUMO level: -0.6526 eV
* 2S+1: 1
* gap between HOMO and LUMO: 7.535 eV

=====

b | DFT (ωB97M-V/def2-TZVPD) results for C16H31O8Rb as an isolated structure.

Last column: Löwdin charge in e.
Cartesian coordinates (Å):
Rb -1.53 5.12 0.38  0.953
O 0.49 7.91 -2.67  0.035
C -0.49 7.23 -2.01  -0.869
O -1.23 7.87 -1.23  -0.093
O -0.58 5.99 -2.17  -0.168
H 0.43 8.81 -2.29  0.088
C 4.07 8.93 -4.74  -0.021
C 3.86 8.09 -5.97  -0.495
O 4.68 8.14 -6.87  0.055
C 2.68 7.16 -6.03  -0.030
H 3.22 8.84 -4.08  0.066
H 4.30 9.96 -5.02  0.087
H 4.94 8.57 -4.18  0.089
H 2.72 6.60 -5.09  0.095
H 2.78 6.48 -6.88  0.088
H 1.75 7.71 -6.13  0.073
C -2.61 5.35 -5.06  -0.010
C -1.45 5.18 -6.01  -0.481
O -1.48 4.28 -6.83  0.059
C -0.24 6.06 -5.89  -0.031
H -2.23 5.56 -4.05  0.066
H -3.25 4.46 -5.02  0.080
H -3.33 6.07 -5.46  0.086
H 0.28 5.78 -4.98  0.089
H -0.37 7.14 -5.90  0.063
H 0.36 5.88 -6.78  0.076
C -6.66 5.93 0.73  -0.011
C -5.29 6.06 0.12  -0.487
O -4.58 5.10 -0.11  -0.012
C -4.81 7.45 -0.23  -0.008
H -7.45 5.81 0.00  0.096
H -6.85 6.84 1.30  0.082
H -6.68 5.09 1.43  0.087
H -3.80 7.44 -0.63  0.058
H -4.82 8.14 0.61  0.093
H -5.47 7.72 -1.06  0.095
C -3.84 9.29 -3.24  -0.024
C -3.69 9.32 -4.72  -0.504
O -4.64 9.16 -5.45  0.060
C -2.31 9.50 -5.28  -0.015
H -3.38 10.16 -2.76  0.095
H -3.33 8.45 -2.76  0.067
H -4.86 9.30 -2.86  0.074
H -1.64 8.78 -4.82  0.065
H -1.92 10.49 -5.03  0.090
H -2.33 9.42 -6.36  0.086
C 2.94 9.37 1.42  -0.019
C 2.39 8.93 0.11  -0.491
O 1.58 9.57 -0.52  0.080
C 2.81 7.55 -0.37  -0.008
H 4.01 9.54 1.33  0.092
H 2.75 8.56 2.13  0.086
H 2.36 10.24 1.73  0.088
H 2.45 6.81 0.34  0.083
H 3.90 7.44 -0.37  0.085
H 2.48 7.34 -1.38  0.068

Values from the calculation:
* LUMO level: -0.8842 eV
* 2S+1: 1
* gap between HOMO and LUMO: 7.760 eV

=====

Order of stability, best first: b, a